DFT (ωB97M-V/def2-TZVPD) results for C33H78ClIN5O5P3S as an isolated structure at a distorted geometry.

Geometry (Å):
C1 -6.0496 0.9908 -0.1246
P1 -4.1995 0.9079 -0.0881
C2 -3.7552 -0.7793 -0.7324
C3 -3.4105 2.2819 -1.1059
P2 -3.3827 3.6897 0.1308
O1 -3.2741 5.1407 -0.6624
O2 -2.1005 3.5839 1.1301
S1 -4.9439 3.7914 1.2579
C4 -4.0275 2.5940 -2.5363
I1 -5.1132 0.9133 -3.4844
P3 -5.2974 3.9832 -2.6797
O3 -6.5309 3.6150 -3.3892
O4 -2.9232 2.6815 -3.4237
C5 -2.0428 1.6775 -2.9480
O5 -1.5883 0.8878 -3.6468
C6 -1.8829 2.0242 -1.4664
N1 -1.0396 3.2737 -1.5791
C7 -1.0476 1.1312 -0.5226
C8 -0.5736 -0.2394 -1.0772
C9 -0.4209 -1.2240 0.0960
Cl1 -0.6293 -2.9323 -0.4105
H1 -6.4339 0.9228 0.8874
H2 -6.4369 0.2106 -0.7772
H3 -6.3521 1.9491 -0.5459
H4 -3.3454 -0.6997 -1.7372
H5 -4.6809 -1.3533 -0.8148
H6 -3.1135 -1.3323 -0.0565
H7 -2.3608 5.4490 -0.5326
H8 -1.5214 4.3532 1.0090
H9 -4.6754 5.1355 -3.2230
H10 -5.6106 4.3231 -1.3423
H11 -1.5789 4.0592 -1.9399
H12 -0.3780 3.0522 -2.3208
H13 -1.5407 0.9475 0.4325
H14 -0.1476 1.6781 -0.2591
H15 0.4214 -0.1234 -1.5033
H16 -1.2442 -0.6993 -1.7915
H17 -1.1563 -1.0521 0.8783
H18 0.5506 -1.0853 0.5671
C10 -4.1406 -9.5887 -0.5608
C11 -3.8213 -8.1009 -0.5265
N2 -2.6609 -7.7440 -1.3205
C12 -2.1740 -6.3994 -1.0588
C13 -3.0881 -5.2205 -1.4084
C14 -2.7048 -8.1369 -2.7183
C15 -3.8725 -7.6312 -3.5734
H19 -3.2705 -10.1821 -0.2761
H20 -4.9444 -9.8099 0.1431
H21 -4.4745 -9.9130 -1.5477
H22 -3.6183 -7.8333 0.5143
H23 -4.7189 -7.5371 -0.8238
H24 -1.2151 -6.2663 -1.5690
H25 -1.9358 -6.3362 0.0086
H26 -3.1387 -5.0509 -2.4837
H27 -2.6865 -4.3086 -0.9615
H28 -4.1017 -5.3538 -1.0270
H29 -2.7046 -9.2300 -2.7627
H30 -1.7647 -7.8490 -3.1961
H31 -4.8347 -7.7412 -3.0709
H32 -3.9233 -8.2074 -4.5001
H33 -3.7488 -6.5871 -3.8577
C16 6.6512 -4.4354 1.4405
C17 5.4998 -5.0155 0.6316
N3 4.1968 -4.5612 1.0794
C18 3.0937 -5.3266 0.5216
C19 2.8736 -5.2677 -0.9929
C20 4.0047 -3.1223 1.1170
C21 4.2107 -2.3311 -0.1805
H34 6.5135 -4.6225 2.5066
H35 7.5890 -4.9020 1.1350
H36 6.7584 -3.3602 1.2875
H37 5.5381 -6.1029 0.7404
H38 5.6712 -4.8030 -0.4349
H39 2.1689 -5.0307 1.0252
H40 3.2419 -6.3751 0.8007
H41 2.4446 -4.3147 -1.3010
H42 2.1651 -6.0447 -1.2893
H43 3.7929 -5.4368 -1.5552
H44 4.6803 -2.7103 1.8726
H45 3.0049 -2.9099 1.5062
H46 5.1209 -2.6229 -0.7064
H47 4.2977 -1.2660 0.0506
H48 3.3679 -2.4387 -0.8629
C22 1.9114 3.8195 7.0706
C23 0.6627 4.5260 6.5629
N4 0.7627 4.9438 5.1766
C24 -0.2844 5.8691 4.7746
C25 -1.7325 5.3652 4.7791
C26 1.0759 3.8974 4.2208
C27 0.1341 2.6892 4.1480
H49 2.8005 4.4301 6.9062
H50 1.8217 3.6367 8.1425
H51 2.0598 2.8524 6.5875
H52 0.5174 5.4179 7.1786
H53 -0.2097 3.8792 6.7408
H54 -0.0476 6.2576 3.7788
H55 -0.2275 6.7396 5.4364
H56 -1.9341 4.6917 3.9463
H57 -2.4144 6.2121 4.6722
H58 -1.9904 4.8567 5.7084
H59 2.0832 3.5300 4.4388
H60 1.1638 4.3398 3.2237
H61 -0.1257 2.3087 5.1368
H62 0.6129 1.8721 3.6022
H63 -0.7850 2.9300 3.6146
C28 3.2535 4.0174 0.2176
C29 3.6528 3.5647 -1.1739
N5 3.0657 4.3722 -2.2266
C30 3.1885 3.7701 -3.5457
C31 4.5945 3.5864 -4.1251
C32 3.3263 5.8009 -2.1646
C33 4.7859 6.2679 -2.1625
H64 2.1666 4.0693 0.3131
H65 3.6217 3.3030 0.9559
H66 3.6723 4.9923 0.4715
H67 3.2991 2.5362 -1.2954
H68 4.7504 3.5255 -1.2387
H69 2.5869 4.3469 -4.2543
H70 2.7096 2.7851 -3.5057
H71 5.0236 4.5309 -4.4563
H72 4.5461 2.9360 -5.0011
H73 5.2779 3.1221 -3.4135
H74 2.8469 6.1937 -1.2628
H75 2.7978 6.2926 -2.9856
H76 5.4061 5.6927 -1.4735
H77 4.8349 7.3125 -1.8472
H78 5.2329 6.2167 -3.1542

The net charge is 0. As for the HOMO energy: -8.03 eV. Its total energy is -4134.215795 Ha. The molar mass comes out at 912.36 g mol⁻¹.

DFT (ωB97M-V/def2-TZVPD) results for a 9-piece molecular cluster, C33H79N18O15P2 overall at a distorted geometry.

Geometry (Å):
C1 5.4230 1.3404 0.3837
C2 5.0019 1.6508 -1.0436
O1 3.6293 2.0932 -1.1235
P1 2.8138 1.4778 -2.3210
O2 3.6117 1.3402 -3.5336
C3 2.1852 -0.1032 -1.7246
C4 1.3689 0.1807 -0.4412
N1 0.1832 -0.7031 -0.2331
C5 0.5163 -2.1208 0.1655
O3 1.8894 -2.2270 0.3265
C6 2.4275 -3.5619 0.3359
C7 3.3553 -3.8850 -0.8236
C8 2.8881 -3.3113 -2.1715
C9 4.8280 -3.5806 -0.5129
C10 5.7393 -3.8386 -1.6983
C11 5.0464 -2.2090 0.1180
C12 -0.2865 -2.5673 1.3561
O4 -1.6579 -2.3390 1.0515
C13 -2.0225 -0.9842 1.0292
C14 -2.6916 -0.7004 2.3950
O5 -1.9418 -1.2577 3.4326
O6 -2.7211 -2.3679 3.8881
C15 -3.1385 -0.7973 -0.0279
C16 -2.6612 -0.9824 -1.4432
C17 -2.3336 0.1636 -2.1413
C18 -1.9133 0.1221 -3.4183
C19 -1.8003 -1.0692 -4.0648
C20 -2.1265 -2.2113 -3.3953
C21 -2.5586 -2.1956 -2.1019
C22 -2.9584 -3.5062 -1.4776
C23 -0.8575 -0.0275 0.6504
P2 -0.0769 0.9387 2.0599
N2 0.8458 0.1018 2.9970
O7 1.5403 2.4190 -2.4778
C24 0.4403 1.7400 -3.1495
C25 0.7885 1.2601 -4.5362
H1 4.5772 1.1747 1.0402
H2 6.0139 2.1429 0.8096
H3 6.0500 0.4580 0.4151
H4 5.6441 2.4253 -1.4378
H5 5.1971 0.7725 -1.6504
H6 1.6395 -0.6269 -2.4988
H7 3.0581 -0.6568 -1.4092
H8 2.0407 0.1699 0.4057
H9 0.9808 1.1882 -0.5320
H10 -0.2723 -0.7611 -1.1509
H11 0.2216 -2.7783 -0.6548
H12 2.9947 -3.6481 1.2554
H13 1.6666 -4.3353 0.3814
H14 3.3075 -4.9655 -0.9256
H15 1.8495 -2.9978 -2.1444
H16 3.0220 -4.0399 -2.9594
H17 3.4901 -2.4452 -2.4231
H18 5.1080 -4.3206 0.2359
H19 6.7561 -3.5405 -1.4634
H20 5.7756 -4.9023 -1.9114
H21 5.4426 -3.3104 -2.5973
H22 6.1091 -2.0876 0.3010
H23 4.6956 -1.3931 -0.5075
H24 4.5876 -2.1780 1.0990
H25 -0.1693 -3.6365 1.4683
H26 0.0284 -2.1070 2.2890
H27 -3.6409 -1.2201 2.3488
H28 -2.9395 0.3454 2.5629
H29 -2.1047 -2.8189 4.4851
H30 -3.9023 -1.5315 0.1973
H31 -3.5436 0.2033 0.0906
H32 -2.4422 1.1241 -1.6549
H33 -1.6837 1.0288 -3.9550
H34 -1.4874 -1.1159 -5.0934
H35 -2.0761 -3.1547 -3.9099
H36 -3.9600 -3.4446 -1.0679
H37 -3.0085 -4.2493 -2.2658
H38 -2.2552 -3.8739 -0.7490
H39 -1.3074 0.7219 0.0071
H40 -1.1677 1.4944 2.7430
H41 0.5605 2.0235 1.4305
H42 1.8043 0.4737 2.9890
H43 -0.3578 2.4640 -3.2449
H44 0.0925 0.9331 -2.5099
H45 -0.1246 0.9469 -5.0363
H46 1.4638 0.4160 -4.5493
H47 1.2324 2.0473 -5.1290
C26 2.6698 -8.0502 0.4807
O8 2.9904 -6.9182 0.8266
N3 1.4342 -8.5618 0.7304
N4 3.5352 -8.8791 -0.1733
H48 1.1547 -9.4858 0.4618
H49 0.7809 -7.9764 1.2300
H50 4.4547 -8.5278 -0.3640
H51 3.2991 -9.8089 -0.4625
C27 -0.2860 -6.0907 3.6463
O9 -0.8255 -6.3551 2.5819
N5 -1.0096 -5.8826 4.7922
N6 1.0649 -5.9713 3.7727
H52 -0.6013 -5.6534 5.6783
H53 -2.0069 -5.9632 4.7176
H54 1.6203 -6.1199 2.9433
H55 1.5238 -5.7551 4.6371
C28 3.5906 1.5779 4.1968
O10 3.4466 1.2120 3.0293
N7 2.5425 1.7282 5.0470
N8 4.8130 1.8563 4.7167
H56 2.6342 2.0304 6.0023
H57 1.6289 1.5155 4.6872
H58 5.6070 1.7542 4.1124
H59 4.9530 2.1613 5.6619
C29 -2.7827 5.4530 -1.7372
O11 -3.9221 5.6901 -2.0844
N9 -2.0283 6.2767 -0.9534
N10 -2.1717 4.2857 -2.1236
H60 -1.0899 6.0572 -0.6740
H61 -2.4374 7.1406 -0.6456
H62 -2.7144 3.6693 -2.7003
H63 -1.2407 4.0209 -1.8606
C30 -6.1959 1.1621 -3.6042
O12 -6.1614 0.0530 -3.0952
N11 -7.3541 1.7486 -4.0222
N12 -5.0635 1.9073 -3.7914
H64 -7.3940 2.6595 -4.4407
H65 -8.2021 1.2281 -3.8989
H66 -4.2006 1.4920 -3.4991
H67 -5.0570 2.8253 -4.2026
C31 -6.5213 5.1551 -5.1927
O13 -6.2987 3.9636 -5.0195
N13 -7.5689 5.5926 -5.9560
N14 -5.7458 6.1305 -4.6410
H68 -7.7729 6.5607 -6.1132
H69 -8.1557 4.8959 -6.3742
H70 -4.9766 5.8304 -4.0683
H71 -5.9069 7.1109 -4.7678
C32 -2.1153 5.5026 3.0996
O14 -1.1579 6.2623 3.0727
N15 -2.5526 4.8762 1.9692
N16 -2.7986 5.2183 4.2447
H72 -3.3243 4.2367 1.9451
H73 -2.0611 5.0807 1.1181
H74 -2.4911 5.6659 5.0884
H75 -3.5852 4.5985 4.2823
C33 1.5279 5.3257 6.3581
O15 2.1022 4.5687 7.1289
N17 1.1242 4.9204 5.1210
N18 1.2480 6.6239 6.6726
H76 0.6502 5.5047 4.4536
H77 1.3240 3.9693 4.8814
H78 1.5349 6.9504 7.5763
H79 0.7808 7.2542 6.0481

The net charge is +1. The value obtained for the energy relative to the best compared isomer or geometry (same formula, charge and spin) is 0.0 kcal/mol. As for the HOMO energy: -10.70 eV. Its total energy is -4101.796471 Ha. The molar mass comes out at 1030.05 g mol⁻¹.

DFT (ωB97M-V/def2-TZVPD) results for C33H81F6N4O7P as an isolated structure at a distorted geometry.

Geometry (Å):
C1 21.3377 -0.4597 13.8672
C2 21.5046 -1.9353 13.3154
N1 22.4195 -2.8866 14.1362
C3 23.8184 -2.2017 14.2579
C4 21.8153 -3.1205 15.6614
C5 20.3150 -3.4367 15.6420
C6 22.6200 -4.2905 13.4834
C7 23.1895 -4.1549 12.0216
O1 24.4135 -3.4570 11.8150
C8 24.7991 -3.3409 10.4474
H1 20.7502 -0.4653 14.7853
H2 20.7105 0.2169 13.2867
H3 22.2949 0.0025 14.1084
H4 21.9255 -1.7575 12.3257
H5 20.5162 -2.3947 13.3175
H6 23.8749 -1.3910 14.9843
H7 24.0263 -1.7755 13.2764
H8 24.6236 -2.8952 14.5002
H9 22.0016 -2.3010 16.3556
H10 22.4187 -3.9622 16.0012
H11 20.0591 -4.1678 14.8751
H12 19.7586 -2.5001 15.6037
H13 20.1270 -3.9838 16.5659
H14 21.7418 -4.9265 13.5950
H15 23.3705 -4.7422 14.1322
H16 22.4893 -3.6830 11.3324
H17 23.3335 -5.1747 11.6648
H18 24.0648 -2.8037 9.8473
H19 24.8231 -4.3461 10.0266
H20 25.8004 -2.9117 10.4858
C9 22.4663 -6.1582 14.2850
C10 23.0523 -7.4497 14.8408
N2 22.0458 -8.5672 15.1525
C11 22.8226 -9.6369 15.9034
C12 20.8167 -8.0945 15.9561
C13 21.1311 -7.3455 17.3132
C14 21.3255 -9.1924 13.8822
C15 22.3145 -9.7000 12.7702
O2 23.4530 -10.3980 13.2547
C16 24.5549 -10.5486 12.2833
H21 21.7314 -5.6790 14.9318
H22 21.9371 -6.2733 13.3391
H23 23.2399 -5.4036 14.1427
H24 23.5169 -7.1903 15.7921
H25 23.7635 -7.9526 14.1855
H26 22.9667 -9.3342 16.9406
H27 23.7994 -9.8236 15.4571
H28 22.2582 -10.5688 15.8732
H29 20.1649 -8.9341 16.1975
H30 20.2475 -7.4248 15.3114
H31 20.2028 -7.0580 17.8069
H32 21.6654 -6.4009 17.2110
H33 21.6606 -7.9301 18.0655
H34 20.5979 -8.5659 13.3662
H35 20.7933 -10.0712 14.2462
H36 22.7242 -8.7841 12.3443
H37 21.8493 -10.3277 12.0101
H38 24.5677 -9.7335 11.5597
H39 24.3461 -11.4244 11.6689
H40 25.5751 -10.6254 12.6593
C17 17.2501 -8.9634 14.6306
C18 18.2179 -8.1645 15.6368
N3 17.5712 -7.8910 17.0693
C19 17.2269 -9.2716 17.7104
C20 18.6516 -7.3094 18.0328
C21 19.2234 -5.8965 17.6427
C22 16.2622 -6.9664 17.0229
C23 15.6610 -6.5206 18.3852
O3 16.5117 -5.6085 19.0613
C24 16.0586 -5.0596 20.3095
H41 16.9258 -9.9566 14.9412
H42 17.6864 -9.0259 13.6337
H43 16.3566 -8.3606 14.4684
H44 18.5998 -7.2226 15.2429
H45 19.1203 -8.6979 15.9356
H46 16.9198 -9.1466 18.7488
H47 18.1039 -9.9189 17.7050
H48 16.5127 -9.6321 16.9702
H49 19.4878 -8.0077 17.9982
H50 18.2431 -7.2240 19.0397
H51 20.1086 -5.5635 18.1847
H52 18.4690 -5.1122 17.7048
H53 19.5875 -5.7470 16.6262
H54 15.4864 -7.5374 16.5128
H55 16.5079 -6.1371 16.3596
H56 15.4912 -7.4410 18.9440
H57 14.6974 -6.0596 18.1685
H58 16.6002 -4.2297 20.7633
H59 16.1024 -5.8818 21.0238
H60 14.9845 -4.9014 20.2129
C25 19.2865 -7.5504 10.4525
C26 19.7984 -6.0521 10.6538
N4 19.0265 -4.7853 10.0586
C27 17.7093 -4.7170 10.7942
C28 19.8854 -3.5062 10.3292
C29 20.2688 -3.3648 11.8143
C30 18.8212 -5.0234 8.5716
C31 20.0942 -5.6625 7.8254
O4 21.1388 -4.6772 7.6751
C32 22.4646 -5.1157 7.5134
H61 18.8309 -7.6369 9.4660
H62 18.6442 -7.9364 11.2440
H63 20.0616 -8.3027 10.3063
H64 20.8116 -5.8800 10.2906
H65 19.9377 -5.9589 11.7309
H66 17.8965 -4.3536 11.8046
H67 17.3031 -5.7282 10.7737
H68 17.1961 -3.9087 10.2731
H69 19.2949 -2.6995 9.8950
H70 20.7743 -3.5094 9.6983
H71 19.4186 -3.2901 12.4922
H72 20.9479 -2.5645 12.1082
H73 20.9074 -4.1758 12.1644
H74 18.5614 -4.0514 8.1522
H75 17.9419 -5.6636 8.5008
H76 19.9232 -5.9232 6.7810
H77 20.4151 -6.5940 8.2917
H78 22.4323 -5.9246 6.7836
H79 22.7796 -5.6231 8.4253
H80 23.1731 -4.3631 7.1675
O5 17.4969 -2.8610 12.4517
C33 17.9432 -1.6061 12.4381
O6 19.1407 -1.4715 12.6580
O7 17.1430 -0.6392 12.3714
H81 18.3815 -3.1022 12.7364
P1 19.0303 -5.7764 13.8565
F1 19.0385 -7.3660 14.2433
F2 17.5462 -5.6784 14.5553
F3 19.7156 -5.4339 15.3416
F4 18.9496 -4.2447 13.5323
F5 20.6133 -5.8038 13.2653
F6 18.5155 -6.2886 12.4222

The net charge is +2. The value obtained for the energy relative to the best compared isomer or geometry (same formula, charge and spin) is 792.1 kcal/mol. As for the HOMO energy: -10.98 eV. Its total energy is -2990.454057 Ha. The molar mass comes out at 790.99 g mol⁻¹.

- The lowest total energy belongs to which entry?
  C33H78ClIN5O5P3S

- What is the formula in the first record?
  C33H78ClIN5O5P3S